Record 1
{
  "formula": "C2H7N3OS",
  "method": "ωB97M-V/def2-TZVPD",
  "elements": ["C", "N", "H", "C", "N", "H", "S", "O", "H", "N", "H", "H", "H", "H"],
  "coordinates": [[-0.5436, 1.5205, 0.1229], [0.7453, 0.9332, -0.3597], [-1.2552, 1.4259, -0.7808], [0.5619, -0.2153, 0.0824], [1.5833, -1.0928, 0.0511], [-2.8897, -0.3417, 0.5794], [-2.0668, -0.7487, -0.4514], [2.7347, -0.5192, -0.2919], [-0.3748, 2.6227, 0.0818], [-0.6827, -0.8252, 0.5001], [1.3393, -1.9914, -0.4795], [-0.9398, 1.0327, 1.0624], [-0.5075, -1.9843, 0.6743], [2.2956, 0.1835, -0.7911]],
  "nbo_charge": [-0.48, -0.53, 0.21, 0.50, -0.32, 0.11, 0.20, -0.53, 0.21, -0.83, 0.35, 0.22, 0.41, 0.48],
  "e_homo_ev": -8.9,
  "spin_multiplicity": 1,
  "smiles": "C/N=C(/NO)NS",
  "e_tot_ha": -717.92610
}

***

Record 2
{
  "formula": "C5H11NO",
  "method": "ωB97M-V/def2-TZVPD",
  "elements": ["H", "O", "C", "H", "H", "C", "H", "H", "H", "C", "H", "C", "H", "H", "H", "H", "N", "C"],
  "coordinates": [[-1.3143, -1.2981, -3.1013], [-0.0941, -2.2664, -0.9861], [-0.5296, -0.6210, -2.7554], [1.2719, -0.7999, -1.5486], [-0.0696, -0.0698, -3.5752], [-0.5881, -0.4365, 0.8016], [-1.0585, 0.0955, -2.1094], [-0.8191, 0.2432, -0.0120], [-0.0428, 1.8680, 1.0611], [0.6513, 2.1845, 2.9023], [-0.5128, -1.5031, 0.5166], [-0.1379, 0.0705, 1.9613], [-0.0559, -0.3368, 2.9594], [0.7147, 3.2462, 2.7287], [0.9192, 1.7079, 3.8332], [1.0111, -2.0650, -2.6989], [0.1936, 1.4466, 1.9582], [0.4609, -1.4658, -1.9356]],
  "nbo_charge": [0.21, -0.88, -0.63, 0.08, 0.19, -0.25, 0.15, 0.19, 0.43, -0.02, 0.34, -0.16, 0.21, 0.22, 0.21, 0.12, -0.37, -0.04],
  "e_homo_ev": -6.2,
  "spin_multiplicity": 1,
  "e_tot_ha": -326.90005
}

***

Record 3
{
  "formula": "C33H47ClNO5S2",
  "method": "ωB97M-V/def2-TZVPD",
  "elements": ["H", "C", "H", "O", "C", "C", "H", "H", "H", "H", "C", "H", "C", "C", "C", "C", "H", "H", "H", "H", "H", "C", "C", "S", "C", "C", "H", "Cl", "H", "H", "C", "C", "C", "C", "C", "H", "C", "C", "C", "O", "H", "C", "H", "H", "H", "H", "C", "O", "O", "H", "C", "C", "C", "H", "H", "O", "H", "N", "H", "C", "C", "H", "H", "H", "H", "S", "H", "H", "H", "C", "H", "H", "H", "H", "C", "H", "C", "H", "H", "C", "H", "H", "H", "H", "H", "H", "H", "C", "C"],
  "coordinates": [[4.5266, -2.0476, -1.7751], [-4.2664, -1.5032, -0.4794], [4.6034, -1.5608, 0.3690], [-2.2605, -2.6281, 2.4592], [-4.6952, -4.7787, -0.1647], [-0.5895, -4.7088, 2.4241], [2.4005, 4.6235, -1.9295], [3.5124, -3.6094, -1.9230], [0.0003, -4.1307, 1.6371], [-3.7373, -2.2469, 3.9253], [2.1535, 3.3982, 3.9528], [-2.6212, -4.5238, 0.5687], [-3.4453, -4.0834, -0.0761], [3.3887, 0.3329, 0.2120], [-2.2893, -1.3166, -2.8658], [2.6048, -0.3224, -3.2354], [-2.4167, 3.8537, -2.9393], [1.6124, -2.3643, -3.0830], [1.6834, 2.9348, 7.1948], [-0.1212, 3.7473, 4.2072], [2.7940, 0.7523, -5.2875], [0.7998, 3.5123, 4.8497], [-2.3578, -2.6409, -2.0714], [-1.1138, -1.0457, -4.2980], [2.0041, 0.2399, -4.6457], [0.7276, 2.3600, 6.8926], [4.2934, 0.7468, 2.2768], [-7.7478, -1.2859, 1.1581], [3.8998, 5.3661, -2.8644], [0.6862, 1.3315, 7.4142], [-5.2838, -1.5566, 0.7904], [-1.5445, 3.1986, -3.2937], [2.1232, 1.4528, 2.2271], [1.0668, 2.7852, -3.9474], [3.4631, -2.4545, -1.8529], [-3.4806, -0.4847, 1.7403], [-0.0973, 3.7402, -3.4867], [-3.6747, -2.4382, 2.7858], [-0.6122, 0.7346, -4.0243], [2.7330, 4.2302, -5.5287], [2.1312, 5.8441, -3.2968], [2.8172, 4.9920, -2.9267], [0.9161, 4.3234, 5.6461], [1.8843, -0.0004, -2.3885], [1.6063, -1.7001, -0.7318], [2.7492, 2.5321, 4.4285], [0.8291, 1.2654, -4.2075], [-2.1465, -4.1967, 4.2328], [0.5945, 2.1994, 5.4507], [4.1418, 0.7028, -0.5681], [2.6309, -2.1580, -0.4840], [3.5871, 1.2583, 1.5276], [3.5091, -1.2397, 0.5191], [2.0997, 0.8742, 3.2107], [-4.8423, 0.7217, -1.0602], [3.8820, 2.6141, -4.0060], [-4.2040, -3.4327, 2.5278], [-3.1681, 1.1840, -3.3323], [4.0426, 2.2558, 1.1991], [-4.3512, -1.1692, 2.0757], [-4.1898, -0.1840, -1.3326], [-1.6736, -3.5047, -2.3821], [2.2620, 3.6902, 1.6466], [-6.0225, -0.6730, 0.6622], [3.6113, 0.1819, -2.9697], [2.7280, 3.5695, -4.1529], [1.2832, 1.0115, 1.5669], [0.1278, 4.8470, -3.2777], [0.6255, 3.1160, 2.2837], [-1.7436, -3.8002, 3.0992], [-5.5620, -4.2705, -0.7295], [3.1845, -2.2977, -4.1383], [2.3984, -3.1485, 0.0637], [2.3468, 0.5178, -0.2368], [1.7654, 3.0129, 2.4279], [-4.9005, -5.7820, 0.3296], [-3.2055, -0.0767, -2.5396], [-4.9349, -0.5992, 2.8796], [3.1414, -1.4087, 1.5985], [2.6767, -1.9236, -3.1731], [-0.1660, 3.0200, 7.2237], [0.0628, -5.2287, 3.2095], [-5.7823, -2.5689, 0.9048], [-3.4945, 0.8918, -4.2815], [1.5496, -0.6273, -5.2438], [-1.1492, -5.5522, 1.8646], [2.7741, 4.3541, 4.0106], [-3.3547, -2.7183, -0.8899], [-1.7896, 1.6714, -3.5531]],
  "mulliken_charge": [0.41, 0.51, 0.27, -0.21, -0.82, -0.86, 0.34, 0.31, 0.20, 0.33, -0.65, 0.09, -0.40, -0.02, 0.38, 0.43, 0.34, 0.06, 0.30, 0.34, 0.44, -0.63, -0.73, -0.28, -0.97, -0.69, 0.34, -0.74, 0.34, 0.21, -1.00, -0.71, -0.65, 0.25, -0.75, 0.29, -0.34, -0.42, 0.16, -0.67, 0.33, -0.98, 0.33, -0.25, 0.32, 0.30, 0.09, -0.57, -0.27, 0.24, -0.29, -0.84, -0.87, 0.34, 0.26, -0.61, 0.35, -0.35, 0.39, -0.56, -0.66, 0.28, 0.27, 0.27, 0.35, 1.25, 0.30, 0.11, 0.29, 0.66, 0.28, 0.35, 0.21, 0.04, -0.48, 0.27, -0.31, 0.35, 0.31, -0.70, 0.27, 0.33, 0.42, 0.39, 0.47, 0.25, 0.44, 0.90, -0.04],
  "e_homo_ev": -3.8,
  "charge": -1,
  "spin_multiplicity": 1,
  "e_tot_ha": -2972.66799
}

***

Record 4
{
  "formula": "C4H13N2O",
  "method": "ωB97M-V/def2-TZVPD",
  "elements": ["H", "O", "H", "N", "H", "C", "H", "H", "H", "H", "H", "C", "H", "H", "H", "N", "C", "C", "H", "H"],
  "coordinates": [[1.0089, 3.6607, 1.2604], [-0.0990, 0.7832, 0.4749], [-0.7735, -0.9174, -2.7188], [0.8649, -1.6633, -1.7610], [1.2790, 1.2963, 3.2117], [0.2947, 1.3781, 2.7527], [-0.3778, 1.9717, 3.3647], [0.8613, 2.8357, -0.1611], [-1.1606, -1.9298, 0.0781], [0.6575, -2.6618, -1.8071], [-1.6706, -2.7344, -1.3790], [-0.4579, -0.9216, -1.6973], [-0.3909, 0.0618, -1.2318], [1.3649, -1.3976, -2.5837], [1.4362, -1.4879, -0.9340], [0.8900, 2.7560, 0.8453], [-1.4761, -1.7478, -0.9402], [0.3121, 1.6176, 1.2802], [-0.1074, 0.3820, 2.9514], [-2.4557, -1.2817, -1.0053]],
  "nbo_charge": [0.42, -0.70, 0.21, -0.66, 0.25, -0.74, 0.26, 0.39, 0.23, 0.44, 0.21, -0.25, 0.30, 0.44, 0.45, -0.80, -0.64, 0.70, 0.24, 0.26],
  "e_homo_ev": -13.5,
  "charge": 1,
  "spin_multiplicity": 1,
  "e_tot_ha": -344.73075
}

***

Record 5
{
  "formula": "C2H8NOS",
  "method": "ωB97M-V/def2-TZVPD",
  "elements": ["H", "O", "H", "N", "C", "H", "H", "S", "H", "H", "H", "H", "C"],
  "coordinates": [[1.5848, 0.7726, 0.3166], [-0.6910, 2.0538, 1.7850], [-1.6267, -0.9806, -1.3269], [1.5669, -0.0134, -0.2983], [0.2599, -0.0651, -1.0462], [1.7627, -0.8707, 0.1927], [0.0798, 1.6241, 1.4334], [-0.9661, -1.3586, 1.0910], [-1.1366, 1.4081, 2.3481], [-0.2974, 0.7796, -0.6016], [0.4400, 0.1734, -2.0898], [-0.3334, -2.2848, -0.9324], [-0.6432, -1.2384, -0.8717]],
  "nbo_charge": [0.34, -0.97, 0.20, -0.87, -0.25, 0.37, 0.47, -0.83, 0.49, 0.19, 0.15, 0.21, -0.51],
  "e_homo_ev": -2.6,
  "charge": -1,
  "spin_multiplicity": 1,
  "e_tot_ha": -609.18556
}

***

Record 6
{
  "formula": "C26H31N5O3S",
  "method": "ωB97M-V/def2-TZVPD",
  "elements": ["N", "H", "O", "H", "C", "C", "H", "C", "C", "C", "C", "H", "H", "C", "H", "C", "C", "C", "C", "C", "H", "H", "C", "C", "C", "H", "N", "H", "H", "H", "C", "H", "N", "H", "S", "H", "H", "H", "H", "C", "N", "H", "H", "H", "H", "N", "H", "C", "C", "C", "H", "H", "O", "H", "H", "O", "H", "H", "C", "C", "H", "C", "C", "H", "C", "C"],
  "coordinates": [[-6.5280, -5.7446, -0.5263], [-8.0028, -6.3128, 0.8567], [-4.5389, -5.9993, -2.5221], [-4.6663, -2.2650, -4.6288], [-3.7036, -5.6016, -1.7242], [0.6378, 0.2228, 2.5923], [-3.2110, -2.8580, -2.7462], [0.7652, 0.8090, 1.3223], [-7.7137, -6.5241, -0.1749], [7.3183, 5.9063, 1.4968], [8.3611, 6.5866, 2.1883], [-2.3757, -7.1715, -2.2797], [9.9296, 8.0743, 1.9860], [6.4230, 4.9173, 2.1327], [-1.0018, -1.4955, -0.4676], [0.1459, 0.1848, 0.2247], [3.2549, 3.3768, 1.5636], [-2.3635, -6.2924, -1.6358], [-5.2603, -2.8342, -2.0225], [-4.3461, -1.4937, -3.9278], [-5.6557, -3.4773, -2.8106], [-8.5414, -6.2513, -0.8329], [-0.5685, -1.0031, 0.3954], [1.5727, 2.0218, 1.1486], [1.3510, 2.9367, 0.1504], [-4.9048, -3.0383, 0.0714], [4.4167, 3.7608, 2.1964], [-0.1973, -1.3864, 3.7569], [6.7213, 4.3531, 3.0083], [-7.5050, -7.5895, -0.2804], [8.8962, 7.8081, 0.1359], [-5.1471, -0.7637, -3.8089], [-3.8989, -4.5789, -0.8883], [-2.1770, -6.6004, -0.6089], [2.5391, 4.2060, 0.1899], [9.4605, 7.0400, 4.0493], [1.1203, 0.6839, 3.4503], [-3.1290, -4.3608, -0.2779], [-4.2552, -0.2655, -1.5336], [8.6946, 6.4026, 3.6177], [2.6579, 2.2933, 1.9738], [0.5472, 2.8753, -0.5722], [-3.4642, -0.9995, -4.3350], [-6.0207, -2.0790, -1.8160], [4.7421, 3.1359, 2.9326], [5.2334, 4.6963, 1.6285], [0.2461, 0.5938, -0.7760], [-4.0084, -2.1334, -2.5820], [-3.4948, -1.0387, -1.6507], [-6.4267, -4.4154, -0.4154], [-1.2649, -2.4857, 1.8012], [7.6913, 7.3451, -1.5915], [8.1988, 5.5612, 4.3577], [9.5006, 8.5437, -0.3872], [-3.2756, -1.4594, -0.6718], [-7.3683, -3.7396, -0.0231], [-1.5847, -5.6093, -1.9694], [-5.7681, -6.2161, -0.9991], [-0.7050, -1.5656, 1.6667], [7.1057, 6.2011, 0.1333], [-2.5939, -0.5908, -2.0684], [9.1306, 7.5335, 1.4848], [-0.1034, -0.9497, 2.7669], [6.3165, 5.6951, -0.4175], [-5.0916, -3.7133, -0.7643], [7.8832, 7.1382, -0.5426]],
  "nbo_charge": [-0.61, 0.21, -0.65, 0.21, 0.67, -0.21, 0.19, 0.02, -0.41, -0.06, -0.09, 0.25, 0.22, 0.01, 0.21, -0.22, 0.24, -0.71, -0.40, -0.60, 0.22, 0.21, -0.20, 0.10, -0.46, 0.23, -0.42, 0.22, 0.20, 0.21, -0.22, 0.20, -0.61, 0.22, 0.39, 0.13, 0.23, 0.40, 0.21, 0.39, -0.49, 0.24, 0.21, 0.23, 0.39, -0.21, 0.21, -0.21, -0.61, 0.67, 0.20, 0.22, -0.53, 0.22, 0.20, -0.64, 0.23, 0.42, -0.22, -0.17, 0.21, -0.19, -0.20, 0.23, -0.12, -0.18],
  "e_homo_ev": -7.8,
  "spin_multiplicity": 1,
  "smiles": "O=Cc1ccccc1/C=N/Nc1nc(-c2ccccc2)cs1.CNC(=O)[C@H](CC(C)C)NC(C)=O",
  "e_tot_ha": -1907.04605
}

***

Question: What is the formula in the first record?
Answer: C2H7N3OS

***

Question: Number 6 is which compound?
Answer: C26H31N5O3S